(1)
Here is C29H43BHfN10O3 as an isolated structure at a distorted geometry from the OMol25 dataset. Energies are from the ωB97M-V functional and the def2-TZVPD basis.

Geometry as ORCA input:
```
! wB97M-V def2-TZVPD RIJCOSX def2/J DEFGRID3
* xyz 2 1
Hf 0.82933 0.23701 1.10706
C 3.60459 0.09817 3.65594
C 2.23273 0.54321 4.03463
C 1.73392 1.05760 5.22090
C 0.38366 1.31358 5.00081
C -0.60814 1.87775 5.95337
N 0.09048 0.95875 3.73904
N 1.23116 0.47512 3.13770
B -1.22804 1.14188 2.93876
N -1.64463 -0.23527 2.34915
N -0.65427 -1.10111 1.93252
C -1.17793 -2.34139 1.94938
C -0.37192 -3.57284 1.70687
C -2.51259 -2.26448 2.32906
C -2.77646 -0.92610 2.57543
C -4.05771 -0.30050 2.99409
N -0.92712 2.14890 1.77938
N 0.38054 2.33895 1.38487
C 0.44124 3.52020 0.75804
C 1.71216 4.10642 0.24675
C -0.82785 4.09821 0.74681
C -1.66796 3.21169 1.39341
C -3.11832 3.35025 1.68443
H 4.31715 0.33541 4.44085
H 3.92432 0.59319 2.73645
H 3.62874 -0.98113 3.49457
H 2.27521 1.22550 6.13639
H -0.13370 2.03854 6.91744
H -1.45141 1.20055 6.08973
H -0.99419 2.83288 5.59542
H -2.09039 1.56099 3.63496
H 0.68739 -3.34449 1.64141
H -0.69481 -4.09374 0.80398
H -0.52376 -4.25808 2.54032
H -3.20433 -3.08338 2.43395
H -4.82264 -1.06601 3.09088
H -4.38870 0.42570 2.25096
H -3.96335 0.21842 3.94833
H 2.56723 3.48470 0.50018
H 1.85618 5.08914 0.69508
H 1.66876 4.25835 -0.83302
H -1.09418 5.05572 0.33085
H -3.47677 4.30568 1.31161
H -3.30497 3.30217 2.75830
H -3.69111 2.55384 1.20723
C 1.66002 -0.68393 -4.15589
C 0.46775 0.23848 -4.41622
C 0.27580 1.35085 -3.34726
C -0.80236 2.34438 -3.82672
C -1.07859 3.45399 -2.81357
C 1.60665 2.07031 -3.22605
O 2.06043 2.80169 -4.05395
N 2.37720 1.77303 -2.07317
C 1.85308 1.21176 -0.97567
O 2.53864 1.00295 0.08148
N 0.56518 0.84429 -0.91665
C -0.20854 0.70210 -2.06143
O -1.24627 0.08207 -1.98242
H 1.65941 -1.50483 -4.87204
H 1.63325 -1.11039 -3.14857
H 2.60605 -0.15572 -4.28016
H -0.46105 -0.33183 -4.44783
H 0.59367 0.72767 -5.38195
H -1.71312 1.77618 -4.01490
H -0.46583 2.77849 -4.76717
H -1.40985 3.04424 -1.85604
H -1.86317 4.11131 -3.18491
H -0.18878 4.06591 -2.64559
H 3.33165 2.11146 -2.05187
N 1.37740 -1.61565 -0.03172
C 1.04373 -2.48240 -0.73768
N 0.66692 -3.43757 -1.50445
C 1.53180 -4.60690 -1.77662
C 1.55449 -4.88905 -3.27230
C 0.13042 -5.05977 -3.80459
C -0.70500 -3.81248 -3.51032
C -0.72128 -3.50458 -2.01955
H 1.11470 -5.46458 -1.24160
H 2.52867 -4.40641 -1.38689
H 2.13790 -5.79355 -3.44469
H 2.05302 -4.06762 -3.79262
H -0.33352 -5.93373 -3.33863
H 0.15726 -5.23816 -4.87897
H -1.73438 -3.95329 -3.84123
H -0.29385 -2.96026 -4.05436
H -1.23465 -4.30724 -1.48133
H -1.22240 -2.56116 -1.80822
*
```

Properties
**Relative energy (zero: lowest compared OMol25 entry of this formula, charge and spin)**: 20.9 kcal per mole
**HOMO-LUMO gap**: 8.7361 eV
**Highest occupied orbital energy**: -14.64 eV

Atomic partial charges in e from the Löwdin method, atoms 1 to 6:
1 Hf 1.81
2 C 0.00
3 C -0.28
4 C 0.06
5 C -0.22
6 C 0.01

***

(2)
Here is a 6-piece molecular cluster, C29H43O20P overall at a distorted geometry from the OMol25 dataset. Energies are from the ωB97M-V functional and the def2-TZVPD basis.

Geometry as ORCA input:
```
! wB97M-V def2-TZVPD RIJCOSX def2/J DEFGRID3
* xyz 0 1
C 2.67849 0.33587 -0.04466
C 1.48920 0.78332 -1.01056
C 0.57366 1.73839 -0.11212
C -0.13198 2.85507 -0.94161
O -0.23870 0.87089 0.71852
P -1.85248 0.98009 0.54579
O -2.39339 0.69282 -0.81183
O -2.39146 2.43513 1.17126
C -3.55340 2.88861 0.47475
O -4.20556 3.79522 1.38175
C -5.43683 4.26397 0.82486
O -2.45860 -0.14675 1.63332
C -3.32628 -1.10105 0.99299
C -4.77814 -0.54241 0.72712
C -5.56410 -0.28452 1.95166
C -6.91713 0.25993 1.91678
C -7.47919 0.53765 0.58172
C -6.70192 0.27106 -0.64021
C -7.29934 0.60580 -2.05426
C -5.32693 -0.28130 -0.59394
H 3.16079 1.25027 0.40177
H 3.40816 -0.34751 -0.54015
H 2.21139 -0.19493 0.83357
H 1.85407 1.28675 -1.93792
H 0.88061 -0.14100 -1.18435
H 1.30610 2.25904 0.57398
H 0.68769 3.43189 -1.46728
H -0.66719 3.63104 -0.32152
H -0.78953 2.47897 -1.77764
H -4.28928 2.07959 0.23012
H -3.29978 3.47106 -0.46368
H -6.26361 4.13796 1.57478
H -5.37558 5.36717 0.60342
H -5.70046 3.73796 -0.12982
H -2.89324 -1.61371 0.09709
H -3.48567 -1.92461 1.75093
H -5.10682 -0.47868 2.95674
H -7.46110 0.45922 2.86983
H -8.50668 0.95836 0.47979
H -8.06451 -0.12712 -2.40580
H -7.68957 1.66187 -2.00924
H -6.42151 0.64012 -2.75894
H -4.72419 -0.46175 -1.51120
O 4.65340 1.70279 -2.21251
C 5.47556 2.14844 -1.47110
O 5.49260 1.94705 -0.12146
C 6.73786 2.44043 0.36267
C 7.13231 3.43887 -0.68683
O 6.51822 2.92472 -1.86403
H 6.62022 2.89223 1.34726
H 7.44333 1.60901 0.43618
H 6.73206 4.43709 -0.48734
H 8.21101 3.50854 -0.80989
O 5.29312 -2.16516 2.55934
C 4.17678 -2.56401 2.66672
O 3.82815 -3.70723 3.31728
C 2.40775 -3.71798 3.42384
C 1.98054 -2.82751 2.29079
O 3.08431 -1.93632 2.15441
H 2.01879 -4.73115 3.32927
H 2.12379 -3.31846 4.40101
H 1.85000 -3.37447 1.35341
H 1.06414 -2.28041 2.51128
O 9.70717 1.86892 -2.53624
C 10.54995 1.93946 -1.70176
O 11.85182 1.59594 -1.88934
C 12.57681 2.03426 -0.74408
C 11.51584 2.10022 0.31933
O 10.33417 2.37654 -0.42830
H 13.37331 1.33343 -0.49719
H 13.01743 3.01145 -0.95774
H 11.38808 1.14989 0.84370
H 11.70534 2.88490 1.05097
O 1.63740 -5.09558 -3.00199
C 1.00702 -4.14307 -3.33487
O 0.70588 -3.83168 -4.62555
C -0.24077 -2.76666 -4.59537
C 0.01326 -2.13330 -3.25695
O 0.49350 -3.22262 -2.47427
H -0.07693 -2.07690 -5.42250
H -1.24723 -3.18545 -4.67699
H 0.78456 -1.36015 -3.29865
H -0.88983 -1.70838 -2.81859
O -5.65246 -3.69404 0.39839
C -6.62919 -3.81850 1.06485
O -6.70456 -4.58837 2.18525
C -7.94724 -4.29583 2.81614
C -8.78488 -3.77724 1.68032
O -7.81656 -3.20939 0.80593
H -8.37010 -5.18931 3.27435
H -7.78136 -3.54367 3.59178
H -9.31415 -4.57476 1.15197
H -9.50624 -3.02635 2.00135
*
```

Properties
**SMILES**: CC[C@@H](C)O[P@](=O)(OCOC)OCc1cccc(C)c1.O=C1OCCO1.O=C1OCCO1.O=C1OCCO1.O=C1OCCO1.O=C1OCCO1
**HOMO-LUMO gap**: 9.1996 eV
**Highest occupied orbital energy**: -8.71 eV

Atomic partial charges in e from the Löwdin method, atoms 1 to 6:
1 C -0.10
2 C -0.16
3 C -0.38
4 C -0.08
5 O -0.16
6 P 0.58

***

(3)
Here is C29H44BMgN3O6Si as an isolated structure at a distorted geometry from the OMol25 dataset. Energies are from the ωB97M-V functional and the def2-TZVPD basis.

Geometry as ORCA input:
```
! wB97M-V def2-TZVPD RIJCOSX def2/J DEFGRID3
* xyz 2 1
C 5.31734 -1.69912 1.21595
C 4.60388 -2.85794 0.43258
B 3.10703 -2.80695 0.84495
O 2.56863 -3.84353 1.60863
C 2.22616 -1.52069 0.37062
N 1.71581 -0.65072 1.56489
C 1.07550 -1.29249 2.34381
O 0.24341 -1.91287 2.95304
O 1.11585 -1.68984 -0.47716
C 0.31954 -2.78690 -0.14040
C -1.14021 -2.64158 -0.62845
C -1.68704 -1.28554 -0.05100
C -2.94475 -0.69761 -0.70610
C -4.13610 -0.44949 0.26864
C -4.33932 1.05089 0.54464
C -3.55994 1.54550 1.78110
C -2.09008 1.91674 1.43734
C -1.81420 3.42724 1.35334
C -0.38396 3.81677 1.80275
Si 1.01756 3.32510 0.62229
C 2.38096 2.51074 1.66084
C 0.48810 2.01659 -0.65474
C 1.68068 4.78710 -0.35514
C 3.02788 5.12192 -0.28113
C 3.50798 6.19750 -1.01918
C 2.64024 6.91165 -1.82191
C 1.30525 6.57030 -1.91510
C 0.81361 5.50781 -1.17025
O -1.28436 -2.80108 -1.99472
C -0.74991 -1.73855 -2.81865
C 0.33322 -2.30012 -3.76093
O 1.42628 -1.38014 -3.83368
N 1.23354 -0.49918 -5.00732
O 2.12816 -0.57544 -5.72284
C -1.97597 -3.76980 0.03050
C -1.43461 -4.69499 0.96958
C -2.32399 -5.66797 1.45763
C -3.63985 -5.65739 1.03810
N -4.17355 -4.80398 0.15850
C -3.31281 -3.90677 -0.32394
H 5.50335 -2.02246 2.24061
H 4.70964 -0.79412 1.28271
H 6.28804 -1.49689 0.77211
H 5.03831 -3.78847 0.79239
H 4.74001 -2.74258 -0.64518
H 2.10226 -4.50719 1.09309
H 2.93270 -0.88987 -0.16467
H 0.68490 -3.76120 -0.48629
H 0.22699 -2.78032 0.95782
H -0.91835 -0.51326 -0.01232
H -1.97790 -1.44769 1.02956
H -3.25591 -1.23779 -1.59818
H -2.65213 0.28731 -1.06943
H -3.99450 -0.94976 1.23128
H -5.03663 -0.79859 -0.23671
H -4.07648 1.64602 -0.33240
H -5.39473 1.25827 0.73223
H -3.53203 0.74705 2.52849
H -4.07486 2.41155 2.19239
H -1.90674 1.51383 0.43673
H -1.37275 1.41979 2.10000
H -2.52088 3.92058 2.02508
H -2.00806 3.80236 0.34616
H -0.38826 4.88857 2.00606
H -0.20143 3.30598 2.75395
H 1.91107 1.91241 2.44414
H 2.91868 1.81627 1.00877
H 3.06965 3.24035 2.08005
H 0.24344 1.08360 -0.13637
H 1.30364 1.86302 -1.35979
H -0.40583 2.37297 -1.17283
H 3.71472 4.55142 0.33101
H 4.55851 6.44885 -0.94718
H 3.02012 7.75512 -2.38631
H 0.64072 7.13813 -2.55427
H -0.23842 5.25244 -1.24642
H -1.56922 -1.35391 -3.42817
H -0.33633 -0.89985 -2.26228
H -0.07198 -2.42840 -4.76466
H 0.70964 -3.25093 -3.38854
H -0.39522 -4.69084 1.30920
H -1.98676 -6.42865 2.15002
H -4.31261 -6.40515 1.44662
H -3.70835 -3.22413 -1.06681
Mg -1.26600 -2.99899 2.19125
*
```

Properties
**HOMO-LUMO gap**: 4.1079 eV
**Highest occupied orbital energy**: -12.60 eV

Atomic partial charges in e from the Löwdin method, atoms 1 to 6:
1 C -0.06
2 C -0.11
3 B -0.37
4 O 0.14
5 C -0.14
6 N 0.29

***

(4)
Here is C29H44BrClN2O3PS3Ta as an isolated structure at a distorted geometry from the OMol25 dataset. Energies are from the ωB97M-V functional and the def2-TZVPD basis.

Geometry as ORCA input:
```
! wB97M-V def2-TZVPD RIJCOSX def2/J DEFGRID3
* xyz 1 2
Ta -0.24337 1.19771 0.14958
C 2.61417 2.95978 5.76909
C 1.41691 2.22540 5.22518
O 1.61840 1.96958 3.79712
P 0.79684 2.69282 2.67917
S 1.81265 2.31818 0.96509
S -1.09089 2.07262 2.49053
O 0.86344 4.19400 3.15108
C 0.07289 5.28569 2.60192
C 0.78419 5.92396 1.43014
H 2.50839 3.07409 6.85094
H 2.69812 3.95023 5.31994
H 3.52857 2.40120 5.56732
H 0.49835 2.79263 5.36874
H 1.29631 1.24771 5.68081
H -0.03875 5.98878 3.42199
H -0.91182 4.90831 2.33126
H 1.74400 6.33999 1.73861
H 0.16421 6.72841 1.02571
H 0.95536 5.18565 0.64403
C -3.06676 -6.41879 0.73172
C -3.75874 -5.11717 0.32843
C -4.30442 -5.28126 -1.09726
C -4.92437 -4.86596 1.29708
C -2.80191 -3.92051 0.37810
C -3.25905 -2.65756 0.00511
C -2.38316 -1.60374 0.08123
Br -2.91003 0.15332 -0.46740
C -1.07494 -1.72570 0.52163
O -0.32840 -0.57575 0.56016
C -0.57622 -2.97041 0.87062
C -1.47501 -4.03601 0.78819
C 0.88475 -3.16004 1.31606
C 1.16486 -2.33075 2.58252
C 1.82987 -2.73111 0.18114
C 1.19095 -4.62188 1.64552
H -3.78748 -7.23853 0.68291
H -2.68483 -6.37617 1.75574
H -2.23973 -6.66363 0.05907
H -4.97688 -6.14290 -1.13981
H -3.49107 -5.44709 -1.80976
H -4.87030 -4.40383 -1.42303
H -5.61778 -5.71178 1.27463
H -5.48520 -3.96571 1.02997
H -4.56099 -4.74855 2.32199
H -4.27385 -2.49748 -0.34114
H -1.11234 -5.01378 1.06395
H 1.04639 -1.26128 2.41662
H 2.19404 -2.50395 2.91021
H 0.49530 -2.62799 3.39416
H 1.72964 -1.67638 -0.06948
H 1.63801 -3.31943 -0.72123
H 2.86783 -2.90162 0.48245
H 0.57376 -4.99429 2.46827
H 2.23580 -4.70104 1.95435
H 1.05246 -5.27441 0.77856
S -1.29749 3.39787 -0.67945
C -0.81681 3.67419 -2.33223
N -1.55509 3.23952 -3.33643
C -1.19820 3.42450 -4.75208
C 0.31324 3.51303 -4.86270
C 0.82522 4.59587 -3.93056
N 0.28821 4.35359 -2.58133
H -2.39606 2.74876 -3.08918
H -1.67421 4.32830 -5.13555
H -1.58372 2.57507 -5.30990
H 0.60008 3.73879 -5.88813
H 0.76059 2.55432 -4.58401
H 0.52797 5.58741 -4.27301
H 1.90993 4.56732 -3.86529
H 0.79921 4.67585 -1.77525
Cl 6.25544 0.69632 -3.33524
C 4.56097 0.68146 -2.95247
C 3.84873 -0.50375 -3.01034
C 2.49334 -0.50551 -2.70499
C 1.81786 0.65753 -2.32768
C 0.34381 0.63280 -2.00321
C 2.57379 1.83330 -2.27552
C 3.92768 1.85770 -2.58606
H 4.35166 -1.41916 -3.29976
H 1.94331 -1.43982 -2.76317
H -0.03732 -0.38412 -2.15203
H -0.19960 1.25880 -2.71579
H 2.09178 2.75733 -1.96773
H 4.49750 2.77916 -2.53044
*
```

Properties
**Relative energy (zero: lowest compared OMol25 entry of this formula, charge and spin)**: 0.8 kcal per mole
**HOMO-LUMO gap (spin up / spin down)**: 7.4426 / 7.7107 eV
**Highest occupied orbital energy (spin up / spin down)**: -10.09 / -10.31 eV

Atomic partial charges in e from the Löwdin method, atoms 1 to 6:
1 Ta 0.93
2 C -0.06
3 C -0.24
4 O -0.32
5 P -0.10
6 S 0.36

***

(5)
Here is C29H44N4ReS4 as an isolated structure at a distorted geometry from the OMol25 dataset. Energies are from the ωB97M-V functional and the def2-TZVPD basis.

Geometry as ORCA input:
```
! wB97M-V def2-TZVPD RIJCOSX def2/J DEFGRID3
* xyz 4 2
Re 0.22284 -0.01349 -0.01990
C 2.51452 0.99229 -2.94400
C 3.32486 0.35313 -1.84857
S 2.59203 0.94132 -0.29414
C 3.53135 0.04936 0.98380
C 3.32678 -1.44969 0.98584
S 1.55389 -1.92862 0.88546
C 1.62187 -3.17875 -0.45179
C 0.24099 -3.47796 -0.98629
S -0.69016 -2.01193 -1.56145
C -0.36936 -1.92993 -3.34539
C 0.85374 -1.12905 -3.70588
S 0.77343 0.47717 -2.85710
H 2.90832 0.74073 -3.93086
H 2.50382 2.07867 -2.84530
H 4.36419 0.68713 -1.87580
H 3.29634 -0.73492 -1.89619
H 3.20232 0.50416 1.91849
H 4.58672 0.29191 0.84726
H 3.70812 -1.86287 1.91996
H 3.84198 -1.94586 0.16453
H 2.04311 -4.08682 -0.01574
H 2.29421 -2.81504 -1.22810
H -0.38800 -3.93694 -0.22281
H 0.30396 -4.17186 -1.82517
H -1.27339 -1.47561 -3.75269
H -0.30569 -2.95348 -3.71616
H 0.85001 -0.94191 -4.78317
H 1.78650 -1.62647 -3.44005
C -6.11534 -2.89895 0.88156
C -5.83751 -1.52927 1.53697
C -6.03058 -1.61632 3.06091
C -6.85543 -0.52244 0.97830
C -4.41716 -1.14951 1.22666
C -3.34653 -1.92960 1.69370
C -2.05627 -1.57822 1.38666
N -1.74792 -0.49765 0.63769
C -2.75998 0.27822 0.17707
C -4.07749 -0.02982 0.45913
C -2.32732 1.47037 -0.57056
C -3.18320 2.42744 -1.06954
C -2.70181 3.59763 -1.67535
C -1.30942 3.74820 -1.70305
C -0.50222 2.74557 -1.21929
N -0.97824 1.60478 -0.68668
C -3.65252 4.62039 -2.22964
C -2.93568 5.72040 -3.01862
C -4.45405 5.24412 -1.07377
C -4.63127 3.91968 -3.20678
H -7.15128 -3.18184 1.05884
H -5.48529 -3.68367 1.30652
H -5.94887 -2.86362 -0.19636
H -7.07632 -1.81814 3.28441
H -5.74932 -0.68596 3.55669
H -5.45069 -2.43155 3.50012
H -7.86353 -0.85026 1.22227
H -6.80334 -0.46235 -0.11161
H -6.73017 0.46503 1.42929
H -3.51621 -2.81215 2.29573
H -1.22657 -2.18189 1.74092
H -4.86348 0.60953 0.08518
H -4.24975 2.27681 -0.98624
H -0.85093 4.64209 -2.10233
H 0.57609 2.84878 -1.25220
H -2.33554 6.36023 -2.36579
H -3.66625 6.37674 -3.48672
H -2.31052 5.30734 -3.81237
H -3.79679 5.75027 -0.36374
H -5.03538 4.50198 -0.52272
H -5.14565 5.98246 -1.47587
H -4.08539 3.44574 -4.02410
H -5.30628 4.65774 -3.63403
H -5.24861 3.17413 -2.70149
N -0.11335 0.59348 2.98417
C 0.09970 1.48285 3.96069
C 0.77855 2.55706 3.40723
C 0.94075 2.23811 2.06866
N 0.39749 1.03161 1.80822
H -0.60053 -0.28570 3.06612
H -0.22816 1.31819 4.97625
H 1.10493 3.45340 3.90813
H 1.42135 2.82751 1.30437
*
```

Properties
**Relative energy (zero: lowest compared OMol25 entry of this formula, charge and spin)**: 8.3 kcal per mole
**HOMO-LUMO gap (spin up / spin down)**: 5.8115 / 6.1499 eV
**Highest occupied orbital energy (spin up / spin down)**: -20.10 / -20.11 eV

Atomic partial charges in e from the Löwdin method, atoms 1 to 6:
1 Re 1.11
2 C -0.44
3 C -0.43
4 S 0.89
5 C -0.42
6 C -0.41

***

no.,E_tot (hartree)
1,-1976.8328
2,-2977.0482
3,-2260.8609
4,-6093.8354
5,-3020.1162